(one)
Formula: C2H2O2S2
Source: the OMol25 dataset
Level of theory: ωB97M-V/def2-TZVPD

XYZ file:
```
8
C2H2O2S2, DFT ωB97M-V/def2-TZVPD
C 1.23403 0.41329 -0.43288
C 0.62785 1.41459 0.50440
O -1.15228 -2.38896 -1.52402
O -1.20043 -1.56404 0.77866
S -0.32968 0.80034 -0.94965
S -0.44374 -2.16797 -0.28328
H 0.43969 0.97558 1.46146
H 0.82456 2.51718 0.44531
```

## Properties
HOMO-LUMO gap = 8.46 eV
HOMO energy = -0.3559 hartree

What are the Mulliken partial charges on each atom? They are as follows, in elementary charge units: number 1, C, carries -0.231; number 2, C, carries -0.223; number 3, O, carries -0.379; number 4, O, carries -0.365; number 5, S, carries 0.000; number 6, S, carries 0.702; number 7, H, carries 0.229; number 8, H, carries 0.268



(two)
Formula: C2H2O2S2
Source: the OMol25 dataset
Level of theory: ωB97M-V/def2-TZVPD

XYZ file:
```
8
C2H2O2S2, DFT ωB97M-V/def2-TZVPD
C -0.55975 0.56602 0.10949
C 0.51256 -0.41209 0.23188
H -2.85870 0.53615 -0.27850
H 2.76867 -0.94130 0.22841
O -0.57019 1.85019 0.32698
O 0.21373 -1.54224 0.40359
S -1.94546 -0.37854 -0.24230
S 2.14701 0.19216 -0.24787
```

## Properties
HOMO-LUMO gap = 8.95 eV
SMILES string = O=C(S)C(=O)S
HOMO energy = -0.3720 hartree

What are the Mulliken partial charges on each atom? They are as follows, in elementary charge units: number 1, C, carries 0.458; number 2, C, carries 0.534; number 3, H, carries 0.152; number 4, H, carries 0.174; number 5, O, carries -0.531; number 6, O, carries -0.442; number 7, S, carries -0.150; number 8, S, carries -0.196



(three)
Formula: C2H2O2S2
Source: the OMol25 dataset
Level of theory: ωB97M-V/def2-TZVPD

XYZ file:
```
8
C2H2O2S2, DFT ωB97M-V/def2-TZVPD
C -0.39252 0.30635 0.25837
C 0.68772 -0.28837 -0.69608
H -1.52452 1.88252 1.09151
H 0.38520 -1.98865 -0.14500
O 1.34259 -1.53290 -0.42412
O 1.27570 0.42995 -1.51032
S -0.44349 2.00184 0.38203
S -1.33067 -0.81076 1.04361
```

## Properties
HOMO-LUMO gap = 8.12 eV
SMILES string = O=C(O)C(=S)S
HOMO energy = -0.3598 hartree

What are the Mulliken partial charges on each atom? They are as follows, in elementary charge units: number 1, C, carries 0.448; number 2, C, carries 0.317; number 3, H, carries 0.149; number 4, H, carries 0.338; number 5, O, carries -0.392; number 6, O, carries -0.483; number 7, S, carries -0.072; number 8, S, carries -0.306



(four)
Formula: C2H2O2S2
Source: the OMol25 dataset
Level of theory: ωB97M-V/def2-TZVPD

XYZ file:
```
8
C2H2O2S2, DFT ωB97M-V/def2-TZVPD
C 0.97355 1.73360 -0.73495
C 2.33839 -0.25995 -1.57390
O -1.07578 3.12239 -0.73718
O 2.92767 0.48994 -0.88092
S -0.04733 2.38253 0.03565
S 1.00815 -0.77719 -1.95427
H 1.30349 1.25889 -1.44494
H 1.42783 1.10013 -0.04448
```

## Properties
HOMO-LUMO gap = 9.01 eV
HOMO energy = -0.3637 hartree

What are the Mulliken partial charges on each atom? They are as follows, in elementary charge units: number 1, C, carries -0.596; number 2, C, carries 0.673; number 3, O, carries -0.553; number 4, O, carries -0.399; number 5, S, carries 0.088; number 6, S, carries -0.278; number 7, H, carries 0.651; number 8, H, carries 0.414



Most stable structure: (two)



(one)
Formula: C3H8P2
Source: the OMol25 dataset
Level of theory: ωB97M-V/def2-TZVPD

XYZ file:
```
13
C3H8P2, DFT ωB97M-V/def2-TZVPD
C 0.11880 -1.64593 -0.32281
C -0.62361 1.45369 0.64448
C 0.59084 1.20957 -0.19708
P -0.17790 -3.24901 -0.02961
P 1.31391 -0.49376 0.25550
H -0.11870 -1.43503 -1.95027
H -1.34783 0.77001 0.42465
H -0.57128 1.67705 1.73110
H -1.08001 2.35143 0.25322
H 1.37807 2.02773 -0.01552
H 0.23683 1.16205 -1.23294
H -0.57734 -3.57749 -1.25045
H 0.85822 -0.25030 1.68972
```

## Properties
HOMO-LUMO gap = 8.33 eV
HOMO energy = -0.3120 hartree

What are the Mulliken partial charges on each atom? They are as follows, in elementary charge units: number 1, C, carries -0.111; number 2, C, carries -1.299; number 3, C, carries -0.375; number 4, P, carries -0.096; number 5, P, carries -0.015; number 6, H, carries 0.130; number 7, H, carries 0.427; number 8, H, carries 0.360; number 9, H, carries 0.367; number 10, H, carries 0.304; number 11, H, carries 0.266; number 12, H, carries -0.003; number 13, H, carries 0.046



(two)
Formula: C3H8P2
Source: the OMol25 dataset
Level of theory: ωB97M-V/def2-TZVPD

XYZ file:
```
13
C3H8P2, DFT ωB97M-V/def2-TZVPD
C 1.62867 -0.20304 0.26494
C -1.21945 -0.54650 1.07069
C -1.17396 0.07914 -0.28156
P 0.55172 -0.41475 -1.11832
P 3.38687 -0.19614 0.33449
H 1.17972 0.03794 1.18678
H -0.35916 -0.40036 1.77896
H -2.05859 -0.06018 1.60645
H -1.18884 -1.62751 1.02027
H -1.02350 1.16430 -0.25741
H -1.92022 -0.43271 -0.82472
H 3.50482 -1.31813 1.21584
H 3.37741 -0.76773 -0.91045
```

## Properties
HOMO-LUMO gap = 8.36 eV
SMILES string = CC/P=C/P
HOMO energy = -0.3085 hartree

What are the Mulliken partial charges on each atom? They are as follows, in elementary charge units: number 1, C, carries -0.264; number 2, C, carries -1.097; number 3, C, carries -0.582; number 4, P, carries 0.049; number 5, P, carries -0.070; number 6, H, carries 0.258; number 7, H, carries 0.291; number 8, H, carries 0.295; number 9, H, carries 0.350; number 10, H, carries 0.362; number 11, H, carries 0.354; number 12, H, carries 0.040; number 13, H, carries 0.012



Most stable structure: (two)



(one)
Formula: C3H9N3
Source: the OMol25 dataset
Level of theory: ωB97M-V/def2-TZVPD

XYZ file:
```
15
C3H9N3, DFT ωB97M-V/def2-TZVPD
C 1.71648 -0.28053 2.44039
C 0.32189 0.29780 0.56663
C -2.01293 0.05407 -2.21418
H 2.58083 -0.87852 2.85074
H 0.94963 -0.30769 3.30326
H 1.98396 0.96599 2.35125
H 1.63697 -1.98693 0.45810
H 0.67138 1.28530 0.74120
H 0.07561 0.92658 -2.05958
H -1.83596 0.81620 -3.11589
H -1.81175 -1.05351 -2.74138
H -2.91793 -0.37769 -1.67782
N 1.30096 -0.73006 1.04436
N -0.57010 -0.09620 -0.41134
N -0.94305 0.85229 -1.32830
```

## Properties
HOMO-LUMO gap = 7.93 eV
HOMO energy = -0.2872 hartree

What are the Mulliken partial charges on each atom? They are as follows, in elementary charge units: number 1, C, carries -0.606; number 2, C, carries -0.211; number 3, C, carries -0.609; number 4, H, carries 0.276; number 5, H, carries 0.242; number 6, H, carries 0.179; number 7, H, carries 0.392; number 8, H, carries 0.335; number 9, H, carries 0.281; number 10, H, carries 0.305; number 11, H, carries 0.186; number 12, H, carries 0.279; number 13, N, carries -0.317; number 14, N, carries -0.318; number 15, N, carries -0.414



(two)
Formula: C3H9N3
Source: the OMol25 dataset
Level of theory: ωB97M-V/def2-TZVPD

XYZ file:
```
15
C3H9N3, DFT ωB97M-V/def2-TZVPD
C -0.48255 1.85071 0.70619
N 1.14380 0.03102 0.49579
C -0.22262 0.41802 0.34158
N 1.58875 -0.87760 -0.63920
N -0.93197 -1.72900 -0.47482
C -1.18089 -0.43332 -0.07123
H 1.22514 -0.59010 1.30321
H 2.57698 -1.05043 -0.47555
H 1.52643 -0.29788 -1.47205
H -1.57217 -2.07770 -1.17417
H 0.13822 -1.84256 -0.67846
H -2.17720 -0.05378 -0.26622
H 0.14982 2.52012 0.12053
H -1.52473 2.10672 0.52506
H -0.25700 2.02577 1.75933
```

## Properties
HOMO-LUMO gap = 8.59 eV
SMILES string = C/C(=C/N)NN
HOMO energy = -0.2764 hartree

What are the Mulliken partial charges on each atom? They are as follows, in elementary charge units: number 1, C, carries -1.049; number 2, N, carries -0.412; number 3, C, carries 0.293; number 4, N, carries -0.547; number 5, N, carries -0.565; number 6, C, carries -0.258; number 7, H, carries 0.277; number 8, H, carries 0.230; number 9, H, carries 0.231; number 10, H, carries 0.237; number 11, H, carries 0.440; number 12, H, carries 0.290; number 13, H, carries 0.264; number 14, H, carries 0.304; number 15, H, carries 0.266



Most stable structure: (two)